# 1
{
  "formula": "C21H18N4O",
  "method": "ωB97M-V/def2-TZVPD",
  "elements": ["O", "N", "N", "N", "N", "C", "C", "C", "C", "C", "C", "C", "C", "C", "C", "C", "C", "C", "C", "C", "C", "C", "C", "C", "C", "C", "H", "H", "H", "H", "H", "H", "H", "H", "H", "H", "H", "H", "H", "H", "H", "H", "H", "H"],
  "xyz": [[3.429, -1.880, 3.131], [-0.689, 2.185, -1.771], [-2.506, 3.346, 1.570], [0.815, 1.508, -0.350], [-4.868, 0.675, -1.167], [-0.442, 1.263, -0.821], [2.699, 1.104, 1.115], [-2.017, -3.312, -0.192], [1.268, 2.718, -0.900], [-2.219, -2.475, -2.455], [-1.718, 2.201, -2.810], [-1.803, -2.005, 0.257], [-2.206, -3.544, -1.559], [-1.772, -0.944, -0.653], [3.000, -1.078, 2.120], [-2.685, 1.294, 0.028], [-1.437, 0.454, -0.090], [2.003, -1.612, 1.268], [1.597, 0.615, 0.403], [-2.645, 2.414, 0.865], [-3.881, 0.939, -0.577], [0.344, 3.116, -1.790], [-1.986, -1.162, -1.999], [4.376, -1.329, 4.078], [1.344, -0.768, 0.390], [3.426, 0.263, 1.954], [-2.036, 3.245, -2.936], [-1.977, -0.322, -2.696], [-1.291, 1.861, -3.768], [0.288, 3.982, -2.424], [2.972, 2.161, 1.046], [0.609, -1.189, -0.293], [-1.638, -1.786, 1.318], [-2.344, -4.566, -1.925], [-2.041, -4.125, 0.533], [3.921, -0.525, 4.673], [4.272, 0.659, 2.525], [2.205, 3.163, -0.614], [4.625, -2.174, 4.719], [-1.028, 0.320, 0.922], [5.278, -0.959, 3.571], [-2.413, -2.652, -3.513], [-2.577, 1.582, -2.544], [1.753, -2.664, 1.363]],
  "mulliken_charge": [-0.4057, 0.3518, -0.7596, 0.3509, -0.7994, -0.4439, -1.0593, -0.8707, -0.2529, -0.7922, -0.9482, -0.0086, -0.4684, 0.0914, 0.8233, -0.3406, 1.2544, -0.7915, 0.4951, -0.2229, -0.0875, -0.9218, 0.2602, -0.8183, -0.0214, -0.5956, 0.2874, 0.1066, 0.3218, 0.4591, 0.2527, 0.6412, 0.4248, 0.3654, 0.4186, 0.3575, 0.3053, 0.3763, 0.2367, 0.7980, 0.3221, 0.3873, 0.4623, 0.4582],
  "homo_lumo_gap_ha": 0.2358,
  "energy_ev": -30074.2222,
  "e_above_lowest_kcal_mol": 0.00
}

=====

# 2
{
  "formula": "C9H16NO2",
  "method": "ωB97M-V/def2-TZVPD",
  "elements": ["O", "O", "N", "C", "C", "C", "C", "C", "C", "C", "C", "C", "H", "H", "H", "H", "H", "H", "H", "H", "H", "H", "H", "H", "H", "H", "H", "H"],
  "xyz": [[-0.089, 2.492, 0.054], [-2.074, 1.465, 0.019], [1.397, -0.123, 0.176], [-2.852, 0.248, 0.009], [2.412, -0.665, -0.717], [1.289, 2.422, -0.160], [-2.118, -0.877, -0.853], [-0.889, -1.673, 1.116], [1.836, 1.164, 0.668], [-0.809, 1.344, -0.017], [0.095, -0.106, -0.545], [-0.717, -1.295, -0.298], [1.334, -0.727, 1.095], [2.230, -1.741, -1.133], [-0.323, -2.244, -0.835], [2.386, -0.126, -1.762], [1.774, 3.299, 0.224], [1.652, 2.268, -1.172], [-0.863, -0.763, 1.712], [3.473, -0.596, -0.309], [1.209, 1.327, 1.645], [-1.688, -2.320, 1.382], [-1.913, -0.480, -1.828], [-3.108, 0.054, 1.033], [2.934, 1.083, 0.753], [-3.820, 0.539, -0.573], [0.010, -2.330, 1.340], [-2.767, -1.641, -1.024]],
  "mulliken_charge": [-0.3312, -0.2969, 0.3458, -0.4443, -0.7509, -0.4189, -1.1881, -1.8348, -0.6662, 0.4041, -0.6442, 0.6463, 0.4079, 0.2753, 0.4217, 0.3511, 0.4483, 0.2774, 0.4641, 0.3393, 0.3228, 0.3458, 0.4395, 0.3360, 0.4218, 0.3251, 0.4391, 0.5644],
  "homo_lumo_gap_ha": 0.3279,
  "energy_ev": -15166.4464,
  "e_above_lowest_kcal_mol": 124.52,
  "smiles": "C[C@H]1CCOC2=C1[N@@H+](C)CCO2",
  "total_charge": 1
}

=====

# 3
{
  "formula": "C6H14NO",
  "method": "ωB97M-V/def2-TZVPD",
  "elements": ["O", "N", "C", "C", "C", "C", "C", "C", "H", "H", "H", "H", "H", "H", "H", "H", "H", "H", "H", "H", "H", "H"],
  "xyz": [[0.327, 2.963, 0.140], [1.272, -0.932, -0.259], [-0.745, 0.532, 0.419], [1.154, 1.858, -0.067], [-2.611, -1.223, 1.323], [-1.633, -0.749, 0.193], [0.404, 0.639, -0.594], [2.536, -0.690, -0.971], [-0.209, 0.314, 1.349], [-1.264, 1.498, 0.428], [-0.942, -1.607, -0.017], [-2.306, -0.626, -0.681], [1.645, 1.524, 0.892], [3.090, 0.206, -0.617], [0.001, 0.839, -1.636], [2.251, -0.498, -2.034], [0.418, -0.556, -1.013], [-2.114, -1.372, 2.312], [1.995, 2.093, -0.761], [3.246, -1.544, -0.976], [-3.410, -0.496, 1.493], [-3.107, -2.173, 1.076]],
  "mulliken_charge": [-0.8672, -0.5565, -0.7119, -0.7491, -1.2937, -0.2926, 0.2026, -0.7438, 0.2602, 0.4261, 0.3786, 0.2099, 0.2453, 0.1963, 0.2261, 0.2405, 0.2776, 0.3207, 0.2604, 0.3116, 0.3038, 0.3550],
  "homo_lumo_gap_ha": 0.2407,
  "energy_ev": -9982.2314,
  "e_above_lowest_kcal_mol": 101.29,
  "total_charge": -1
}

=====

# 4
{
  "formula": "C6H10N2OS",
  "method": "ωB97M-V/def2-TZVPD",
  "elements": ["S", "O", "N", "N", "C", "C", "C", "C", "C", "C", "H", "H", "H", "H", "H", "H", "H", "H", "H", "H"],
  "xyz": [[3.232, -0.036, -0.291], [4.357, -0.661, 0.416], [1.819, -0.645, 0.380], [0.252, 3.185, -0.431], [-0.709, 2.568, -0.314], [-0.555, 0.018, 1.119], [-1.869, 0.450, 0.393], [-1.794, 1.804, -0.308], [0.026, -1.618, -0.855], [0.497, -0.364, -0.082], [-0.194, -1.418, -1.814], [-2.180, -0.203, -0.351], [1.826, -1.301, 1.158], [0.000, 0.858, 1.563], [-0.559, -0.913, 1.634], [-0.744, -2.263, -0.488], [0.743, 0.587, -0.766], [0.912, -2.218, -1.008], [-2.504, 1.914, -1.173], [-2.557, 0.257, 1.219]],
  "mulliken_charge": [0.3482, -0.4985, -0.2581, -0.4263, 0.5314, -1.0983, -0.4483, -0.6095, -1.6729, 0.3615, 0.4534, 0.3981, 0.2727, 0.3854, 0.5315, 0.3649, 0.2215, 0.4809, 0.2946, 0.3679],
  "homo_lumo_gap_ha": [0.3432, 0.2157],
  "energy_ev": -22242.6272,
  "e_above_lowest_kcal_mol": 119.41
}

=====

# 5
{
  "formula": "C31H40GeNOPdS6SbSi3",
  "method": "ωB97M-V/def2-TZVPD",
  "elements": ["Sb", "Pd", "Ge", "S", "S", "S", "S", "S", "S", "Si", "Si", "Si", "O", "N", "C", "C", "C", "C", "C", "C", "C", "C", "C", "C", "C", "C", "C", "C", "C", "C", "C", "C", "C", "C", "C", "C", "C", "C", "C", "C", "C", "C", "C", "C", "C", "H", "H", "H", "H", "H", "H", "H", "H", "H", "H", "H", "H", "H", "H", "H", "H", "H", "H", "H", "H", "H", "H", "H", "H", "H", "H", "H", "H", "H", "H", "H", "H", "H", "H", "H", "H", "H", "H", "H", "H"],
  "xyz": [[3.753, -2.806, -0.565], [0.647, -1.197, -0.030], [2.134, 0.759, 0.063], [-2.176, -3.009, -1.597], [-0.590, -3.027, 3.634], [2.042, -1.445, -1.812], [-3.506, -0.412, 1.934], [2.118, -2.509, 1.242], [3.556, -4.951, -1.353], [3.424, 0.548, 2.087], [3.297, 1.520, -1.868], [0.518, 2.489, 0.553], [-0.859, -1.434, 1.454], [-6.743, 3.499, -4.834], [-0.891, 1.864, 1.602], [3.866, 3.292, -1.472], [2.187, 1.702, -3.378], [-0.631, -0.148, -1.142], [2.236, 0.275, 3.514], [-2.105, -5.058, 3.982], [-1.452, -3.274, -0.051], [-5.857, 2.986, -4.307], [-0.448, -4.192, -0.154], [-0.232, -4.657, -1.478], [-3.901, 0.990, -1.854], [4.852, 0.574, -2.331], [-3.463, 2.470, -4.167], [-1.099, -4.359, 4.583], [4.903, -0.608, 2.169], [-1.111, -4.106, -2.359], [-1.514, 0.484, -1.690], [1.344, 3.868, 1.563], [-2.400, 1.858, -3.532], [-2.475, -4.492, 2.732], [-0.060, 3.400, -0.996], [-5.499, -1.657, 0.941], [-3.194, -1.895, 1.135], [-2.596, 1.109, -2.363], [-4.753, 2.347, -3.649], [4.259, 2.236, 2.391], [-5.190, -0.532, 1.646], [-4.350, -2.444, 0.655], [-4.964, 1.599, -2.488], [-1.772, -2.452, 1.201], [-1.738, -3.390, 2.417], [0.582, -5.311, -1.753], [-4.055, 0.406, -0.955], [5.416, -0.411, 3.118], [-5.966, 1.501, -2.090], [-0.625, -4.573, 5.528], [-3.304, 3.048, -5.068], [-1.397, 1.949, -3.928], [2.793, 0.066, 4.434], [1.544, 3.554, 2.587], [3.585, 2.969, 2.831], [1.632, 1.172, 3.678], [-0.616, 1.907, 2.659], [2.808, 1.830, -4.270], [5.396, 0.223, -1.451], [-0.192, 2.736, -1.846], [5.090, 2.086, 3.088], [4.418, 3.714, -2.319], [2.279, 4.217, 1.118], [3.008, 3.939, -1.277], [4.674, 2.671, 1.480], [0.169, -4.475, 0.685], [0.652, 4.716, 1.604], [4.596, -0.300, -2.929], [-1.163, -4.257, -3.425], [1.569, 0.814, -3.509], [-6.503, -1.913, 0.628], [-3.248, -4.885, 2.086], [-1.125, 0.828, 1.364], [4.520, 3.330, -0.598], [4.614, -1.654, 2.134], [-2.562, -5.941, 4.409], [0.661, 4.178, -1.263], [5.607, -0.406, 1.358], [1.569, -0.563, 3.312], [-4.375, -3.381, 0.119], [1.541, 2.577, -3.285], [5.517, 1.221, -2.913], [-5.862, 0.247, 1.973], [-1.791, 2.469, 1.454], [-1.021, 3.885, -0.795]],
  "mulliken_charge": [0.0573, 0.9045, 0.4458, 0.0265, 0.0332, -0.6876, -0.0891, -0.8185, -0.7200, 1.0015, 0.8296, 0.0041, 0.0345, -0.6093, -0.0004, -1.1629, -1.1464, -0.0590, -0.7353, -0.6506, -1.0447, 0.0069, -0.2234, -0.8762, 0.0483, -1.1166, -0.8140, -0.6486, -1.2022, -0.5568, 0.0818, -1.2115, -0.1361, -0.6126, -0.6487, -0.9049, -0.4532, 0.0040, 0.6385, -1.2028, -0.5992, -0.3328, -0.7180, 1.9439, -0.3220, 0.3697, 0.1201, 0.3746, 0.4581, 0.4415, 0.4324, 0.4768, 0.4400, 0.2441, 0.3320, 0.2281, 0.3262, 0.5148, 0.2649, -0.3647, 0.4193, 0.4679, 0.3198, 0.1364, 0.1889, 0.5685, 0.4313, 0.2828, 0.4636, 0.2651, 0.3734, 0.4735, -0.9227, 0.2731, 0.2799, 0.3774, 0.4222, 0.2671, -0.0982, 0.6105, 0.2806, 0.3677, 0.4422, 0.4671, 0.4269],
  "homo_lumo_gap_ha": 0.2111,
  "energy_ev": -191516.6058,
  "e_above_lowest_kcal_mol": 0.00,
  "total_charge": -2
}

=====

Which formula does entry 1 have?
C21H18N4O